75
Properties=species:S:1:pos:R:3:forces:R:3:mulliken_charge:R:1 method="wB97M-V/def2-TZVPD" max_force_ev_per_a=3.9 homo_energy_ev=-10.35 lumo_ha=-0.135 total_charge=+1
Lu -1.4337 1.4163 -0.8450 0.632 -1.299 1.010 1.893
F -5.6619 4.6457 0.0116 0.880 0.545 0.043 -0.188
C -5.3357 4.0615 -1.1253 -0.035 -0.595 0.084 0.642
F -5.9067 4.6769 -2.1260 -0.563 0.139 -0.368 -0.199
F -5.8154 2.7985 -0.9943 0.959 0.566 -0.724 -0.214
S -3.4545 4.0853 -1.6231 -0.636 2.200 0.670 0.880
O -2.8841 3.1510 -0.6261 0.367 -0.288 0.057 -0.443
O -2.9479 5.4818 -1.5456 -1.291 -3.632 -0.455 -0.599
N -3.5914 3.4153 -3.0565 0.138 0.574 0.893 -0.520
S -2.8037 2.1409 -3.5426 -0.697 1.512 -1.632 1.063
O -1.4483 2.1512 -2.8396 -2.232 -0.786 -1.820 -0.632
O -2.8996 2.0869 -4.9846 0.687 -0.698 2.547 -0.558
C -3.9090 0.6530 -2.8192 -0.569 -1.297 -0.438 0.676
F -3.5311 -0.4526 -3.4319 -0.332 1.004 0.546 -0.147
F -3.5855 0.5516 -1.4460 -0.511 0.488 -0.857 -0.291
F -5.2715 0.7272 -2.8756 2.684 0.701 -0.040 -0.199
C 4.3231 -2.9039 -1.4411 -0.296 -0.299 -0.155 -1.606
C 3.5066 -3.7292 -2.4663 1.688 -0.077 -0.043 0.426
C 4.4881 -4.2512 -3.5130 0.749 -0.775 1.140 -1.114
C 3.8107 -5.2687 -4.3972 -1.042 -0.770 0.760 -0.795
C 2.6141 -4.5986 -5.0598 -0.563 -0.934 -0.510 0.814
C 2.0338 -5.1512 -6.2117 -0.396 1.467 -0.417 -0.709
C 0.9968 -4.4100 -6.8871 0.938 -0.138 1.287 0.223
F 0.5349 -4.8607 -8.0700 0.223 0.178 0.463 -0.311
C 0.4713 -3.2478 -6.3261 -0.483 -0.786 -0.392 -0.827
C 0.8590 -2.8751 -5.0201 1.052 -0.160 -0.456 0.463
C 0.0862 -1.8130 -4.3323 -1.022 -0.313 -0.484 0.712
O -0.8649 -1.3037 -4.9319 0.739 0.214 1.195 -0.732
C 0.5236 -1.5516 -2.9490 -0.148 0.854 0.035 -0.774
C 1.6958 -2.1081 -2.5064 0.507 -0.196 -0.588 -0.101
N 2.4345 -3.0441 -3.1829 -1.114 1.603 0.803 0.114
C 1.9907 -3.4940 -4.4398 -0.539 -0.006 -0.011 -0.230
C -0.1879 -0.5615 -2.0402 -0.700 -0.411 0.681 1.283
O -1.4496 -0.6901 -1.7473 2.200 0.770 -0.605 -0.733
O 0.4471 0.4146 -1.4534 -0.375 -0.724 -0.510 -0.854
H 5.1151 -3.5551 -0.9696 -0.941 0.710 -0.598 0.412
H 3.6854 -2.4973 -0.6608 0.133 -0.116 0.302 0.493
H 4.7770 -2.0534 -1.9481 0.253 -0.015 0.012 0.363
H 3.0673 -4.5563 -1.9492 -0.332 -0.732 0.399 0.198
H 5.3957 -4.6643 -2.9972 -0.911 0.151 -0.413 0.376
H 4.8415 -3.3940 -4.0525 0.201 0.470 -0.630 0.425
H 3.4122 -6.1194 -3.7245 0.717 1.064 -1.072 0.272
H 4.4944 -5.6951 -5.1329 -0.172 0.005 0.008 0.467
H 2.4437 -6.0777 -6.6335 -0.258 0.508 0.052 0.458
H -0.3250 -2.6897 -6.8597 0.608 -0.457 0.596 0.490
H 2.1443 -1.7740 -1.5722 -0.354 -0.211 -0.167 0.313
N -1.0981 1.1914 6.5106 -0.762 -0.569 -1.065 0.005
C -0.4899 1.2542 7.7246 0.851 0.261 0.771 0.626
C -0.9625 0.9980 9.0247 0.961 0.478 -0.361 -0.888
C -0.0822 1.2779 10.0746 -0.928 -0.289 -0.999 -0.478
C 1.1785 1.7619 9.7899 2.406 0.236 -0.463 -0.426
C 1.7370 1.8263 8.4992 -0.732 0.573 0.938 -0.636
C 0.8547 1.6319 7.4442 -0.696 -0.256 -0.698 0.526
N 1.0350 1.7394 6.0597 -0.499 -0.631 -0.077 -0.701
C -0.1278 1.4277 5.5233 -0.177 0.321 2.301 -0.119
C -0.4847 1.2841 4.1379 -0.363 0.202 -1.880 0.933
C -1.8244 1.3873 3.6820 -0.660 0.009 -0.046 -0.771
C -2.1498 1.1189 2.3477 2.007 -0.309 0.180 -0.357
N -1.2212 0.6816 1.4113 -0.876 0.953 1.727 -0.415
C 0.0508 0.5925 1.8613 -0.615 0.195 0.154 -0.170
C 0.4552 0.9890 3.1396 0.703 -1.265 -0.305 -0.637
H -2.0526 0.8368 6.3722 0.931 0.292 -0.022 0.272
H -1.9508 0.6205 9.1467 -0.559 -0.201 0.363 0.404
H -0.3254 1.0881 11.1056 -0.371 0.094 0.099 0.400
H 1.8495 2.0653 10.6048 -0.396 -0.402 -0.214 0.345
H 2.7758 2.1001 8.3528 -0.170 0.047 -0.039 0.416
H -2.6476 1.6997 4.3744 0.895 -0.345 -0.785 0.342
H -3.1496 1.2262 1.9988 -0.656 0.085 -0.178 0.575
H 0.7186 0.1268 1.1396 0.299 0.421 0.231 0.460
H 1.5255 0.8320 3.3450 -0.676 0.336 0.282 0.453
Cl 0.0136 3.6396 0.2984 0.471 1.230 0.951 -0.107
C -0.1105 5.5559 0.6885 0.592 0.350 -0.991 -0.090
Cl -0.2851 6.1967 2.2920 -0.091 -0.997 -0.048 -0.088
H -0.9713 5.8313 0.0903 0.052 -0.097 -0.050 0.094
H 0.8535 5.9524 0.3058 -0.781 -0.728 0.025 0.350

69
Properties=species:S:1:pos:R:3:forces:R:3:mulliken_charge:R:1 method="wB97M-V/def2-TZVPD" max_force_ev_per_a=0.7 homo_energy_ev=-10.64 lumo_ha=-0.112 total_charge=+1
Pb -0.4500 -1.4184 0.0094 0.201 0.097 0.270 1.311
C 2.5318 -4.4462 -1.9160 0.062 -0.047 -0.068 -0.858
C 2.9299 -3.9567 -3.1607 0.011 0.038 0.082 -0.345
C 2.3643 -2.7980 -3.6368 -0.087 0.053 -0.084 -0.499
C 1.3792 -2.1357 -2.8854 0.072 -0.051 0.190 0.121
N 1.0286 -2.6000 -1.6744 -0.054 0.070 -0.232 0.022
C 1.5930 -3.7302 -1.2168 -0.076 0.107 0.167 -0.167
N 0.8102 -1.0299 -3.4788 -0.130 0.103 -0.088 -0.384
C -0.2057 -0.3402 -3.0962 0.332 -0.154 0.050 -0.159
N -0.9543 -0.3587 -1.9215 -0.216 -0.292 0.017 -0.323
C -2.0585 0.4783 -2.0974 -0.028 -0.062 0.192 -0.074
N -3.1119 0.6594 -1.3889 -0.025 0.119 -0.024 -0.480
C -3.5007 0.0734 -0.2048 0.036 -0.112 0.095 0.357
C -4.7862 0.4096 0.2494 0.005 0.067 -0.062 -0.619
C -5.2410 -0.0668 1.4561 0.051 -0.025 -0.036 -0.293
C -4.4118 -0.8909 2.2169 -0.089 0.017 0.058 -0.891
C -3.1817 -1.2131 1.7040 0.126 -0.079 -0.005 -0.076
N -2.7345 -0.7627 0.5192 -0.073 0.255 -0.176 -0.119
C -1.9244 1.1652 -3.3990 0.162 -0.114 -0.057 0.375
C -2.7461 2.0756 -4.0329 -0.089 0.092 0.058 -0.309
C -2.3994 2.4570 -5.3232 -0.015 0.052 0.029 -0.628
C -1.2758 1.9251 -5.9539 0.035 -0.045 -0.019 -0.667
C -0.4576 1.0067 -5.3070 0.116 -0.007 -0.072 -0.146
C -0.7987 0.6528 -4.0168 -0.160 0.042 0.132 0.393
H 2.9491 -5.3548 -1.5059 -0.021 0.026 0.014 0.423
H 3.6781 -4.4820 -3.7397 -0.016 0.017 -0.017 0.436
H 2.6267 -2.3763 -4.5968 0.010 -0.035 0.021 0.486
H 1.2681 -4.0547 -0.2298 0.036 0.015 -0.079 0.427
H -5.3809 1.0592 -0.3774 0.015 -0.009 0.047 0.477
H -6.2262 0.2011 1.8153 0.016 0.004 -0.017 0.415
H -4.7161 -1.2635 3.1850 0.017 -0.018 -0.046 0.411
H -2.4989 -1.8506 2.2615 -0.044 0.027 -0.058 0.444
H -3.6238 2.4694 -3.5364 0.010 -0.041 -0.037 0.539
H -3.0151 3.1721 -5.8536 0.003 -0.022 0.007 0.427
H -1.0493 2.2183 -6.9710 0.010 0.028 0.030 0.429
H 0.4056 0.5690 -5.7925 -0.027 0.025 0.026 0.558
Cl 5.7326 4.7584 -3.0793 0.035 0.022 0.003 -0.155
C 4.3871 4.0193 -2.3285 -0.004 -0.069 -0.008 0.232
C 4.4366 2.6647 -1.9925 0.027 0.052 0.031 0.233
Cl 5.8475 1.7423 -2.2945 0.016 0.018 -0.026 -0.173
C 3.3328 2.0605 -1.4050 -0.140 -0.087 -0.021 0.797
Cl 3.3568 0.3921 -1.0017 -0.131 -0.137 -0.002 -0.015
C 2.1928 2.8099 -1.1417 0.029 -0.052 0.087 -1.241
O 1.0359 2.2182 -0.6722 0.152 -0.304 -0.100 0.064
C 2.1442 4.1576 -1.4551 -0.070 0.078 0.035 0.384
Cl 0.7244 5.0388 -1.0788 -0.029 0.033 -0.010 -0.150
C 3.2407 4.7662 -2.0584 0.053 0.043 0.019 0.426
Cl 3.1810 6.4282 -2.4509 -0.012 0.036 -0.016 -0.164
C 5.8551 -0.8937 3.5488 -0.130 -0.024 0.033 -1.154
C 5.1136 -0.0884 2.5042 0.085 -0.073 0.163 -0.105
O 3.7746 -0.6038 2.3263 -0.025 0.192 0.046 -0.304
P 2.4790 0.0168 2.9976 0.121 -0.694 0.018 0.801
O 1.3296 -0.8502 2.7234 -0.135 0.294 -0.277 -0.566
Te 2.3483 2.3251 2.0756 -0.062 0.073 -0.132 0.128
O 2.7616 0.1871 4.5409 0.113 0.344 -0.092 -0.391
C 3.3656 1.3347 5.1898 -0.158 0.073 0.109 -0.206
C 2.3234 2.1247 5.9466 -0.062 -0.093 -0.042 -1.234
H 6.9003 -0.5839 3.5876 -0.031 0.003 -0.013 0.395
H 5.8107 -1.9536 3.2970 0.054 0.035 0.020 0.308
H 5.4140 -0.7575 4.5377 0.032 -0.035 -0.047 0.217
H 5.5965 -0.1684 1.5340 -0.054 0.003 -0.098 0.372
H 5.0784 0.9703 2.7694 -0.026 0.058 -0.043 0.271
H 3.8774 1.9655 4.4578 0.045 -0.035 -0.054 0.292
H 4.1183 0.9389 5.8665 0.069 -0.089 -0.037 0.359
H 1.5787 2.5415 5.2680 0.009 0.014 0.025 0.254
H 2.8067 2.9421 6.4831 -0.018 -0.008 -0.006 0.397
H 1.8135 1.4852 6.6667 0.033 0.016 -0.002 0.336
O -0.0335 1.0416 0.8403 0.191 -0.221 -0.211 -0.548
C 0.9295 1.7019 0.5666 -0.152 0.392 0.338 0.130

Going through the records in order, we get E_tot values of -151568.119, -132558.133 eV.
Going through the records in order, we get energy relative to the best compared isomer or geometry (same formula, charge and spin) values of 116.7, 0.0 kJ/mol.